Record 1
Entry from OMol25: a structure of composition C58H48CaClNP3 (ωB97M-V with the def2-TZVPD basis set).

The geometry in XYZ format:
```
112
Properties=species:S:1:pos:R:3:forces:R:3:lowdin_charge:R:1
Ca 0.602 -0.149 0.283 -0.248 0.032 -0.340 0.800
Cl -0.892 2.047 1.398 -0.087 -0.079 0.079 0.645
C -1.178 1.565 3.086 0.049 0.209 -0.204 -0.602
C -1.107 2.584 4.015 -0.027 -0.096 0.121 -0.095
C -1.344 2.279 5.348 0.019 0.057 -0.094 -0.054
C -1.649 0.980 5.717 0.001 -0.047 -0.025 -0.053
C -1.716 -0.019 4.758 0.001 -0.022 -0.027 -0.055
C -1.482 0.251 3.409 -0.037 -0.118 0.171 -0.382
P -1.502 -1.065 2.144 0.049 0.322 -0.258 1.004
C -3.165 -0.967 1.426 -0.052 -0.041 0.110 -0.379
C -4.125 -0.045 1.830 0.043 0.007 -0.012 -0.077
C -5.354 0.004 1.188 -0.016 0.000 0.006 -0.066
C -5.636 -0.875 0.154 -0.028 0.018 0.024 -0.069
C -4.685 -1.803 -0.247 -0.041 0.001 -0.048 -0.072
C -3.453 -1.842 0.378 0.088 -0.021 -0.018 -0.104
C -1.434 -2.602 3.085 0.002 -0.063 -0.007 -0.405
C -2.564 -3.333 3.442 -0.002 0.049 -0.042 -0.077
C -2.420 -4.519 4.145 -0.006 -0.019 0.009 -0.070
C -1.156 -4.973 4.492 0.050 -0.001 -0.002 -0.074
C -0.027 -4.250 4.127 -0.041 -0.031 0.045 -0.069
C -0.161 -3.068 3.417 0.005 -0.009 -0.001 -0.102
H -0.867 3.589 3.703 0.014 0.057 -0.010 0.109
H -1.285 3.061 6.092 0.002 0.027 0.023 0.115
H -1.832 0.737 6.753 -0.009 -0.003 0.037 0.114
H -1.947 -1.033 5.059 0.007 -0.003 -0.011 0.110
H -3.919 0.640 2.643 0.005 -0.004 0.017 0.105
H -6.093 0.726 1.506 -0.041 0.023 0.001 0.109
H -6.598 -0.839 -0.336 -0.057 0.003 -0.040 0.108
H -4.898 -2.488 -1.055 -0.016 -0.039 -0.045 0.106
H -2.712 -2.565 0.049 0.000 0.005 0.014 0.092
H -3.550 -2.982 3.164 -0.001 0.014 0.008 0.111
H -3.297 -5.089 4.421 -0.028 -0.019 0.017 0.109
H -1.050 -5.896 5.043 0.010 -0.045 0.024 0.109
H 0.958 -4.608 4.389 0.044 -0.030 0.020 0.111
H 0.721 -2.512 3.111 0.006 0.019 0.015 0.081
C 1.448 0.120 -3.804 -0.032 0.168 -0.223 -0.308
N 2.126 -1.149 -3.641 0.161 0.044 0.192 -0.185
C 1.305 -2.299 -3.354 -0.077 -0.332 -0.096 -0.330
P 0.125 -2.129 -1.937 0.061 0.183 0.288 1.023
C -0.105 -3.848 -1.411 0.036 -0.020 -0.086 -0.381
C -0.071 -4.942 -2.275 -0.012 -0.032 0.011 -0.101
C -0.288 -6.221 -1.789 0.003 0.011 0.036 -0.064
C -0.543 -6.421 -0.438 0.007 0.024 0.028 -0.061
C -0.560 -5.342 0.432 -0.010 -0.052 0.026 -0.053
C -0.332 -4.065 -0.055 0.032 0.055 0.086 -0.110
C -1.460 -1.671 -2.710 0.010 0.043 -0.034 -0.381
C -1.841 -0.331 -2.656 -0.032 0.037 0.041 -0.134
C -3.025 0.096 -3.236 -0.035 -0.028 0.010 -0.066
C -3.850 -0.823 -3.867 -0.004 0.054 -0.006 -0.070
C -3.486 -2.161 -3.917 -0.018 0.010 -0.025 -0.070
C -2.297 -2.584 -3.345 -0.012 -0.019 0.045 -0.074
C 3.285 -1.389 -4.420 -0.001 0.048 -0.061 -0.219
C 4.195 -0.359 -4.674 -0.080 -0.080 0.026 -0.031
C 5.332 -0.591 -5.423 0.059 0.030 -0.022 -0.072
C 5.605 -1.851 -5.933 -0.002 -0.024 -0.008 -0.091
C 4.708 -2.874 -5.688 0.025 -0.040 -0.022 -0.079
C 3.556 -2.652 -4.948 -0.027 -0.016 0.002 -0.033
P 1.488 1.167 -2.257 -0.041 -0.264 0.187 0.998
C 3.247 1.490 -1.967 0.013 0.148 -0.206 -0.395
C 3.988 0.486 -1.350 0.045 -0.098 0.100 -0.115
C 5.354 0.639 -1.164 -0.049 0.054 0.001 -0.058
C 5.980 1.803 -1.580 0.051 -0.038 0.020 -0.065
C 5.244 2.817 -2.178 -0.013 0.010 -0.014 -0.070
C 3.882 2.663 -2.374 -0.022 -0.039 -0.049 -0.090
C 0.754 2.739 -2.774 -0.077 -0.021 -0.028 -0.397
C 0.143 2.914 -4.013 0.035 0.014 -0.008 -0.085
C -0.487 4.113 -4.320 0.001 0.023 0.007 -0.069
C -0.512 5.143 -3.396 -0.011 0.009 0.021 -0.071
C 0.093 4.977 -2.157 -0.010 0.036 -0.007 -0.071
C 0.712 3.781 -1.844 0.035 -0.020 0.037 -0.120
H 0.396 -0.040 -4.085 0.141 0.051 0.055 0.083
H 1.911 0.686 -4.617 -0.051 -0.056 0.064 0.100
H 1.966 -3.113 -3.037 -0.109 0.096 -0.023 0.094
H 0.741 -2.652 -4.238 0.074 0.040 0.086 0.113
H 0.128 -4.808 -3.330 0.005 0.023 -0.049 0.105
H -0.257 -7.064 -2.464 -0.001 -0.044 -0.033 0.110
H -0.712 -7.420 -0.063 -0.010 -0.044 0.009 0.110
H -0.733 -5.486 1.492 -0.006 -0.009 -0.014 0.100
H -0.305 -3.234 0.644 -0.005 -0.044 -0.079 0.050
H -1.203 0.401 -2.167 -0.043 -0.024 -0.004 0.058
H -3.305 1.139 -3.186 -0.011 0.047 -0.005 0.111
H -4.776 -0.499 -4.320 -0.037 0.017 -0.005 0.110
H -4.130 -2.879 -4.405 -0.036 -0.036 -0.031 0.111
H -2.034 -3.632 -3.378 0.010 -0.035 -0.008 0.098
H 4.036 0.624 -4.265 -0.028 0.139 0.066 0.089
H 6.021 0.225 -5.598 0.012 0.025 0.001 0.108
H 6.498 -2.029 -6.513 0.044 -0.009 -0.029 0.103
H 4.891 -3.863 -6.085 0.013 -0.035 -0.015 0.107
H 2.870 -3.474 -4.810 0.025 -0.015 -0.018 0.094
H 3.516 -0.427 -1.005 -0.034 0.010 -0.006 0.083
H 5.918 -0.146 -0.682 0.038 -0.053 0.025 0.111
H 7.045 1.925 -1.434 0.033 0.006 0.012 0.109
H 5.733 3.727 -2.496 0.022 0.037 -0.010 0.108
H 3.317 3.453 -2.852 -0.018 0.012 -0.017 0.104
H 0.158 2.129 -4.756 -0.007 -0.020 -0.003 0.096
H -0.951 4.240 -5.288 -0.025 0.005 -0.039 0.110
H -1.001 6.076 -3.638 -0.014 0.045 -0.014 0.109
H 0.082 5.781 -1.435 -0.009 0.033 0.025 0.109
H 1.186 3.663 -0.874 -0.010 -0.020 -0.018 0.104
C 2.308 -0.787 1.645 -0.085 -0.057 0.149 -0.222
C 3.397 -1.177 2.029 0.297 -0.074 0.054 -0.206
C 4.709 -1.582 2.434 0.033 -0.005 0.034 -0.280
C 5.045 -2.933 2.532 -0.045 -0.042 -0.029 -0.046
C 6.325 -3.310 2.898 0.022 -0.037 0.008 -0.085
C 7.285 -2.348 3.174 0.021 -0.013 0.009 -0.089
C 6.957 -1.003 3.084 0.043 0.026 0.018 -0.085
C 5.680 -0.619 2.717 -0.012 0.050 -0.017 -0.049
H 4.295 -3.681 2.310 0.000 0.007 0.001 0.110
H 6.575 -4.360 2.967 0.016 -0.032 0.008 0.103
H 8.283 -2.645 3.461 0.045 -0.013 0.010 0.102
H 7.700 -0.248 3.302 0.034 0.019 0.010 0.103
H 5.418 0.428 2.644 -0.002 -0.005 0.001 0.114
```
Positions in Å, forces in eV/Å.

ΔE to the lowest compared entry with this formula, charge and spin: 0.00 kcal per mole
E_HOMO: -9.84 eV
HOMO-LUMO gap: 7.9 eV
F_max: 0.422 eV Å⁻¹
Charge: +1

***

Record 2
Entry from OMol25: a structure of composition C36H40BrN5O2S2W in a non-equilibrium geometry (ωB97M-V with the def2-TZVPD basis set).

The geometry in XYZ format:
```
87
Properties=species:S:1:pos:R:3:forces:R:3:lowdin_charge:R:1
W 0.276 -0.294 -0.127 0.151 0.497 1.475 1.572
O 1.360 -3.506 -1.259 -0.127 -0.004 0.115 0.018
C 0.407 -3.953 -2.138 0.131 -0.009 -0.070 -0.267
C 0.736 -4.941 -3.062 0.001 -0.057 -0.047 -0.002
C -0.187 -5.393 -3.987 0.048 -0.004 0.051 -0.050
C -1.467 -4.858 -4.001 -0.003 0.043 0.004 -0.061
C -1.790 -3.888 -3.071 -0.118 0.032 -0.077 -0.037
C -0.870 -3.403 -2.136 -0.244 -0.036 -0.100 -0.120
C -1.442 -2.383 -1.167 0.327 0.183 -0.044 -0.334
O -0.601 -1.984 -0.119 0.444 -0.453 -0.670 -0.274
N -1.930 -1.150 -1.858 -0.140 -0.231 0.020 0.034
N -1.294 0.035 -1.460 -0.491 -0.423 -0.348 -0.175
C -1.896 1.111 -1.825 -0.202 0.483 -0.344 -0.176
C -1.538 2.421 -1.382 0.115 -0.083 0.215 -0.541
Br -0.207 2.402 0.010 0.081 0.033 -0.154 1.035
C -2.011 3.642 -1.692 -0.167 0.079 -0.225 -0.050
C -3.002 4.104 -2.654 0.022 -0.013 0.053 -0.202
C -3.107 5.496 -2.779 0.023 0.047 0.015 -0.018
C -4.004 6.068 -3.663 -0.007 0.000 0.000 -0.044
C -4.823 5.254 -4.431 -0.025 0.008 -0.026 -0.038
C -4.742 3.869 -4.312 -0.013 0.033 -0.006 -0.050
C -3.842 3.298 -3.436 0.034 -0.009 0.023 -0.021
H 2.089 -4.136 -1.264 0.051 -0.020 -0.031 0.114
H 1.738 -5.358 -3.049 -0.034 0.018 -0.002 0.126
H 0.090 -6.169 -4.689 0.011 0.030 0.012 0.119
H -2.206 -5.203 -4.712 0.024 0.003 0.047 0.115
H -2.807 -3.502 -3.051 0.062 -0.041 0.017 0.124
H -2.326 -2.847 -0.737 -0.101 0.018 0.284 0.154
H -1.987 -1.250 -2.865 0.191 0.072 -0.048 0.136
H -2.753 0.999 -2.475 -0.076 0.045 0.031 0.131
H -1.555 4.453 -1.131 -0.028 0.018 -0.056 0.107
H -2.471 6.132 -2.173 -0.036 -0.017 -0.036 0.121
H -4.067 7.144 -3.749 0.003 -0.032 0.003 0.120
H -5.530 5.695 -5.123 0.034 -0.025 0.032 0.121
H -5.389 3.236 -4.906 0.022 0.025 0.017 0.117
H -3.820 2.221 -3.366 -0.011 0.019 -0.027 0.089
C 3.518 -2.103 0.649 0.044 0.093 0.005 -0.051
C 2.653 -1.548 1.728 -0.008 -0.056 -0.064 -0.579
N 1.475 -0.970 1.596 -0.285 -0.174 0.053 -0.064
C 0.906 -0.684 2.834 -0.083 0.126 -0.294 -0.318
C 1.691 -0.975 3.889 0.132 -0.030 0.253 -0.296
S 3.147 -1.674 3.346 0.137 -0.071 0.204 1.182
C -0.480 -0.221 2.868 0.167 -0.030 -0.319 -0.313
C -1.252 -0.058 3.962 -0.081 0.018 0.210 -0.295
S -2.848 0.279 3.489 -0.200 0.041 0.100 1.183
C -2.424 0.209 1.846 -0.083 0.054 0.011 -0.598
N -1.145 -0.041 1.659 0.498 0.024 0.055 -0.084
C -3.477 0.424 0.808 0.078 0.003 0.032 -0.047
H 2.999 -2.085 -0.303 -0.035 0.035 -0.026 0.056
H 3.801 -3.126 0.897 -0.052 -0.002 0.008 0.099
H 4.431 -1.514 0.568 0.006 -0.008 0.001 0.088
H 1.475 -0.852 4.939 0.032 -0.010 -0.076 0.098
H -0.977 -0.164 5.001 -0.027 0.007 -0.099 0.099
H -4.458 0.220 1.233 -0.022 0.020 0.022 0.091
H -3.334 -0.240 -0.040 -0.004 -0.054 0.004 0.069
H -3.477 1.460 0.465 0.034 0.003 -0.010 0.089
C 3.377 2.824 2.979 -0.009 -0.024 -0.063 -0.026
C 3.765 2.132 1.694 0.005 0.065 0.137 -0.252
C 5.085 2.060 1.279 0.080 0.040 0.000 0.010
C 5.419 1.373 0.118 0.017 -0.024 -0.047 -0.242
C 6.853 1.272 -0.333 -0.063 -0.006 0.014 -0.029
C 4.415 0.769 -0.635 0.106 -0.092 0.080 -0.022
C 3.064 0.868 -0.288 -0.097 -0.108 -0.067 -0.281
C 2.786 1.551 0.902 -0.074 0.035 -0.106 -0.092
N 1.996 0.239 -1.036 -0.062 -0.251 -0.056 -0.147
C 2.008 0.301 -2.566 -0.013 0.055 0.144 -0.553
C 3.350 0.141 -3.288 0.062 0.012 0.045 -0.055
C 1.154 -0.879 -3.067 0.112 0.171 -0.011 -0.036
C 1.448 1.661 -2.998 -0.003 -0.022 0.007 -0.041
H 4.257 3.138 3.537 -0.007 -0.003 -0.007 0.085
H 2.793 2.157 3.619 0.017 0.026 -0.024 0.073
H 2.770 3.712 2.787 0.040 -0.043 -0.016 0.089
H 5.863 2.531 1.871 -0.029 -0.048 -0.028 0.128
H 7.546 1.471 0.483 -0.028 -0.009 -0.003 0.084
H 7.053 2.000 -1.121 0.011 0.005 -0.003 0.093
H 7.074 0.284 -0.739 -0.003 0.004 0.001 0.084
H 4.731 0.148 -1.453 -0.013 0.059 -0.071 0.091
H 1.779 1.609 1.288 -0.110 0.035 0.017 0.014
H 3.885 -0.760 -2.986 -0.028 0.005 -0.012 0.090
H 3.997 1.010 -3.201 0.012 0.003 0.035 0.091
H 3.100 0.026 -4.345 0.046 0.005 0.013 0.103
H 1.778 -1.712 -3.389 0.009 0.031 -0.030 0.096
H 0.509 -0.587 -3.898 -0.006 -0.016 0.010 0.109
H 0.541 -1.298 -2.275 -0.165 -0.090 -0.134 0.006
H 1.951 2.463 -2.453 -0.006 -0.019 -0.028 0.094
H 0.376 1.740 -2.829 0.027 0.009 0.008 0.037
H 1.625 1.820 -4.064 -0.031 -0.025 0.029 0.100
```
Positions in Å, forces in eV/Å.

ΔE to the lowest compared entry with this formula, charge and spin: 15.23 kcal per mole
E_HOMO (alpha / beta): -12.59 / -13.04 eV
HOMO-LUMO gap (alpha / beta): 6.5 / 6.4 eV
Multiplicity: 3
F_max: 1.564 eV Å⁻¹
Charge: +2

***

Record 3
Entry from OMol25: a cluster of 2 separate species, C21H26NO in total in a non-equilibrium geometry (ωB97M-V with the def2-TZVPD basis set).

The geometry in XYZ format:
```
49
Properties=species:S:1:pos:R:3:forces:R:3:lowdin_charge:R:1
C -3.602 -2.108 -0.881 -0.653 0.218 0.102 0.014
O -2.160 -2.071 -0.873 1.112 0.030 1.382 -0.044
C -1.525 -1.986 0.263 -0.631 -1.706 -0.832 -0.033
C -0.149 -2.384 0.324 0.274 0.260 -0.166 -0.172
C 0.469 -2.559 1.590 -0.082 0.398 -0.396 0.008
C 1.838 -2.798 1.663 -0.089 -0.157 0.133 -0.040
C 2.604 -2.922 0.493 -0.686 0.086 0.115 -0.012
C 1.972 -2.861 -0.759 -0.126 -0.088 -0.185 -0.037
C 0.608 -2.616 -0.859 0.031 0.171 0.404 0.028
H -3.870 -2.161 -1.936 -0.021 -0.008 0.233 0.112
H -3.944 -3.003 -0.344 0.163 0.234 -0.212 0.113
H -4.022 -1.203 -0.418 0.332 -0.175 -0.109 0.094
H -2.106 -1.825 1.185 0.214 -0.053 -0.514 0.158
H -0.169 -2.507 2.474 0.411 0.141 -0.075 0.129
H 2.316 -2.902 2.638 -0.165 0.011 -0.307 0.121
H 3.680 -3.097 0.562 -0.371 0.071 -0.043 0.126
H 2.560 -3.017 -1.663 -0.193 0.052 0.242 0.122
H 0.092 -2.600 -1.819 0.301 0.132 0.174 0.131
C -4.697 2.892 4.233 0.007 -0.008 0.002 -0.205
C -3.566 1.873 4.201 0.044 -0.251 -0.170 -0.181
C -2.734 1.948 2.920 0.254 0.204 0.401 -0.158
N -3.517 2.036 1.698 -0.075 0.089 -0.035 -0.081
C -2.889 1.747 0.504 0.038 -1.036 0.044 -0.256
C -2.001 0.702 0.386 -0.439 1.167 -0.412 0.027
C -3.310 2.585 -0.680 0.006 -0.177 -0.359 -0.199
C -4.166 2.041 -1.645 0.035 0.392 0.129 -0.042
C -4.682 2.850 -2.664 0.165 -0.057 0.092 -0.071
C -4.293 4.187 -2.771 0.075 -0.147 0.101 -0.075
C -3.382 4.717 -1.852 0.006 -0.253 0.157 -0.068
C -2.896 3.927 -0.808 -0.187 -0.406 0.115 -0.030
C -4.686 2.910 1.704 -0.284 0.738 -0.043 -0.155
C -5.538 2.775 2.970 0.178 -0.159 -0.155 -0.178
H -5.321 2.715 5.112 0.052 0.103 0.003 0.113
H -4.288 3.905 4.317 -0.016 -0.048 -0.015 0.119
H -2.887 2.022 5.047 -0.098 -0.082 -0.073 0.116
H -3.985 0.862 4.288 -0.014 0.116 0.029 0.115
H -2.062 2.825 2.990 -0.117 -0.162 -0.075 0.138
H -2.095 1.062 2.860 -0.112 0.232 0.135 0.098
H -1.670 0.445 -0.615 0.413 0.311 0.238 0.071
H -1.560 0.225 1.259 -0.088 0.160 -0.345 0.037
H -4.451 0.990 -1.558 -0.055 0.339 -0.076 0.103
H -5.401 2.431 -3.365 0.204 0.100 0.070 0.106
H -4.686 4.814 -3.575 0.104 -0.231 0.301 0.110
H -3.059 5.755 -1.933 -0.077 -0.282 -0.013 0.110
H -2.196 4.344 -0.078 -0.267 -0.105 -0.231 0.124
H -4.369 3.965 1.601 -0.147 -0.180 0.039 0.129
H -5.328 2.681 0.840 0.416 0.071 0.224 0.129
H -6.049 1.803 2.956 0.056 0.094 0.025 0.118
H -6.310 3.552 2.947 0.103 -0.149 -0.050 0.119
```
Positions in Å, forces in eV/Å.

ΔE to the lowest compared entry with this formula, charge and spin: 55.09 kcal per mole
E_HOMO: -10.43 eV
HOMO-LUMO gap: 5.3 eV
F_max: 2.000 eV Å⁻¹
Charge: +1

***

What is the charge in the third record?
+1

***

What is the charge in the second record?
+2

***

What is the formula in the second record?
C36H40BrN5O2S2W

***

The lowest ΔE to the lowest compared entry with this formula, charge and spin belongs to which entry?
C58H48CaClNP3